No. 1
C35H42N8PPbS2 | ωB97M-V/def2-TZVPD

Computed properties:
Gap between HOMO and LUMO, Ha: 0.2808
HOMO energy, eV: -15.4144
Max |F|, hartree/bohr: 0.0138
Net charge: +3

Atoms and positions in Å:
C1 3.0557 6.0595 1.3902
H1 3.8925 5.5826 -3.8796
C2 3.1852 3.5502 -3.6537
H2 -5.2506 0.0730 -3.0458
C3 4.3341 1.8729 -4.9149
H3 4.4627 0.8382 -5.2014
C4 2.7801 -0.5887 -0.5508
C5 -3.3781 -2.1747 5.0745
H4 -2.4074 -3.4346 -1.2455
H5 2.5074 -1.8379 1.1769
H6 -2.8231 -2.0847 -2.9937
N1 -2.8082 -2.5505 -0.9552
C6 4.0189 4.5457 -4.1664
S1 -0.0165 4.2783 -3.1512
H7 -1.3429 -6.1158 2.3749
H8 -0.1165 -6.9995 0.3298
H9 1.9615 -4.4825 3.1876
H10 1.2932 0.8331 1.2744
H11 3.2990 6.4914 2.3516
H12 2.3830 -6.1866 2.9989
C7 -3.1966 -2.4056 1.5046
C8 0.2749 -4.4092 1.0736
H13 2.6640 1.4630 -3.6230
H14 -2.8765 4.8474 -0.4342
H15 5.9368 2.5894 -6.1465
C9 -3.1504 -2.1677 3.7046
N2 1.7815 -1.3407 -1.3315
H16 -4.4342 -2.3151 -2.3218
H17 3.3836 -0.3361 1.4908
C10 -2.1341 -1.4049 3.1128
C11 2.5433 -0.7713 0.9447
C12 3.4629 4.4013 -0.3006
C13 -4.2377 1.6725 -2.0622
C14 -4.3438 4.0058 -1.7494
C15 -2.6031 2.7379 -0.6232
C16 -0.3852 -5.9045 2.8518
H18 1.5851 -6.5758 0.0535
H19 -0.5817 0.0573 3.4690
C17 2.0189 6.5971 0.6387
C18 -3.5429 -0.4177 -1.8976
C19 2.0477 -5.2970 2.4677
H20 -4.6021 -3.3904 2.7198
H21 2.8059 -5.0442 1.7261
N3 -3.7970 -2.7886 2.6479
P1 1.9135 4.0273 -2.4935
N4 -2.6850 0.2664 -1.1753
H22 3.8020 -0.8997 -0.7831
N5 -4.4897 0.3693 -2.4548
N6 -0.0624 -3.4514 0.5307
Pb1 -0.7417 -1.1332 -0.1356
H23 0.8643 6.4445 -1.1675
H24 -4.8090 4.9649 -1.9310
N7 1.2526 -0.1783 1.3666
H25 -0.5070 -5.0759 3.5505
H26 -4.6301 -2.1623 0.0006
C20 3.3323 2.2132 -4.0234
C21 -3.2326 3.9362 -0.8968
C22 -3.1051 1.5911 -1.2367
C23 1.6753 6.0337 -0.5801
N8 -2.1819 -1.5940 1.7310
H27 1.8387 -1.0970 -2.3146
C24 -3.4433 -1.8999 -2.1137
C25 3.7824 4.9709 0.9191
C26 -1.5465 -0.5963 5.2676
H28 1.4727 7.4576 0.9998
C27 -3.7422 -2.7818 0.1587
H29 -5.7431 2.9312 -2.9812
C28 2.3981 4.9340 -1.0308
H30 4.0259 3.5582 -0.6857
S2 0.5536 2.5353 -2.0442
H31 1.0989 -0.3912 2.3458
C29 0.8327 -6.7754 0.8161
H32 1.1431 -7.6573 1.3746
H33 2.6816 0.4733 -0.7985
H34 4.6002 4.5643 1.4985
C30 -2.5511 -1.3832 5.8448
H35 -4.0854 -3.8194 0.1831
C31 0.6957 -5.5995 1.7975
H36 -1.7673 2.6786 0.0616
C32 -4.8740 2.8761 -2.3392
H37 -4.1724 -2.7591 5.5191
H38 -0.0889 -6.7880 3.4157
C33 5.0068 4.1864 -5.0666
H39 -2.6940 -1.3495 6.9158
C34 -1.3240 -0.5946 3.9054
C35 5.1648 2.8574 -5.4381
H40 -0.9419 0.0306 5.9088
H41 5.6540 4.9484 -5.4786
H42 1.9799 -2.3345 -1.2581

No. 2
C35H43F7N6O9S2Sr | ωB97M-V/def2-TZVPD

Computed properties:
Gap between HOMO and LUMO, Ha: 0.0990
HOMO energy, eV: -4.9659
Max |F|, hartree/bohr: 0.0852

Atoms and positions in Å:
O1 0.1074 -3.8950 -1.5742
C1 0.5678 -1.0694 -7.1647
H1 -0.0789 -4.6279 6.1969
F1 5.1656 2.1530 0.7086
N1 -1.7082 -1.5773 1.8744
H2 -4.8465 6.0823 -6.6003
N2 -2.5235 3.5496 -5.1320
Sr1 0.2889 0.1378 1.0789
H3 -4.4486 -0.8763 4.6633
H4 -4.7810 3.9577 -7.6954
H5 -4.5528 0.8021 4.2814
H6 2.4808 -0.3257 7.1949
C2 2.6537 -1.7628 5.5108
S1 3.0817 1.1102 2.3452
C3 0.8064 -0.9475 -5.7069
H7 -5.1554 3.8246 -5.9793
H8 1.4358 -5.7099 3.1466
O2 2.6735 3.6246 -0.1325
H9 -1.1288 -3.7548 5.0367
H10 -3.5701 2.1166 -6.2059
C4 0.4747 -1.7232 6.7424
O3 -2.4875 1.4893 4.0369
C5 3.1917 -0.6589 6.3871
C6 1.3228 -4.7031 2.6919
H11 0.1963 -3.1157 -6.2348
C7 1.0243 -3.3819 4.8490
C8 0.5185 4.1891 1.2628
C9 -1.8151 2.5604 -4.4918
H12 5.0399 -0.9944 5.2406
H13 1.9654 -2.5472 -6.5958
H14 -4.1570 -3.0779 1.8435
C10 0.2876 -0.2524 -2.0809
H15 1.7597 -0.4338 -5.5173
C11 -0.1867 -1.8550 -3.7335
H16 -0.5780 -2.0489 6.7024
N3 -0.1985 -0.8622 -4.7168
C12 4.5711 1.0208 1.1019
S2 2.2821 3.5932 1.2542
O4 0.3200 -2.2344 -0.0700
F2 -2.1780 3.7338 -2.3763
C13 -4.4780 -0.1597 3.8210
C14 3.0856 -3.1793 3.5666
C15 -4.3549 4.0468 -6.6862
H17 0.3728 -0.6332 6.7407
C16 -0.5189 0.6066 -2.8818
C17 0.2030 -1.6689 -2.4150
C18 1.8086 -3.7204 3.7097
H18 5.5895 -2.6333 4.8425
H19 -2.5004 3.1426 -7.2445
C19 0.2006 -2.6900 -1.3368
F3 0.5132 5.2867 0.4431
N4 1.9774 1.9459 1.5084
C20 4.9415 -1.8023 4.5531
H20 3.7639 -4.6131 2.1023
C21 -3.1645 3.1379 -6.3942
C22 3.5108 -2.2809 4.5491
C23 -4.0413 -2.0798 1.3871
C24 -0.6962 0.4352 -4.2768
C25 -3.4547 5.7617 -5.0390
C26 -0.1826 -4.2497 5.1939
N5 -2.1690 0.6141 3.2022
H21 1.8483 -4.5993 1.7485
O5 3.0022 4.3577 2.2420
F4 3.9695 0.4673 0.0346
C27 -2.9811 -1.2865 2.0484
C28 -2.1609 4.9540 -4.8822
H22 -3.8145 -2.2583 0.3420
H23 -5.0337 -1.5531 1.4287
N6 -4.0260 5.5130 -6.4135
H24 1.4026 -0.5726 -7.7215
H25 5.2643 -1.4205 3.5546
H26 -0.1515 -5.1034 4.5088
H27 -3.3029 5.7946 -7.1118
C29 -1.6883 2.6437 -3.0766
C30 1.3423 -2.2686 5.6690
H28 5.0552 -3.4549 2.6734
C31 -1.2066 1.4561 -5.1039
H29 0.8957 -2.0131 7.7421
O6 3.6581 1.4604 3.5958
O7 1.0020 0.3972 -1.2342
H30 4.0496 -1.0487 6.9362
H31 0.2879 -4.5753 2.4387
O8 2.4912 -0.2606 2.2520
C32 -3.2157 -0.2284 3.0042
H32 -1.1665 1.3251 -6.1935
O9 -1.5378 -2.9561 1.6167
F5 5.4528 0.1735 1.6113
H33 -1.3695 5.2858 -5.5915
F6 -0.0332 4.6257 2.4407
C33 -1.0012 1.7694 -2.3323
H34 -3.3680 6.8208 -4.8425
C34 3.9909 -3.6047 2.4278
H35 -5.3178 -0.3716 3.1979
H36 -0.8821 -2.8990 0.8756
H37 -4.1787 5.3372 -4.3030
H38 -0.8965 1.9489 -1.2355
H39 -0.3252 -2.8415 -4.1033
H40 3.8351 -2.9890 1.5374
H41 3.5301 0.1985 5.8379
H42 -0.4457 -0.8974 -7.5997
F7 -0.3257 3.2006 0.7631
C35 0.9266 -2.2897 -6.4297
H43 -1.8025 4.9856 -3.8401

No. 3
C35H43FeN3P2S3 | ωB97M-V/def2-TZVPD

Computed properties:
Gap between HOMO and LUMO (spin up / spin down), Ha: 0.0802 / 0.1369
HOMO energy (spin up / spin down), eV: 1.8621 / 0.3404
Max |F|, hartree/bohr: 0.0072
Net charge: -2
Multiplicity: 5

Atoms and positions in Å:
C1 -2.3369 -1.0322 4.9839
H1 -2.1451 2.3470 4.5407
H2 6.5162 0.0829 -0.5647
C2 0.2871 2.3860 -3.1596
C3 -2.1299 0.9052 2.9866
C4 2.3541 2.0984 2.1980
H3 6.4006 -1.6791 -0.6901
N1 2.1847 -1.8124 1.0495
H4 0.5517 1.5789 -3.8335
S1 2.4622 1.4933 0.4875
H5 4.9481 0.7327 -3.1611
C5 -3.6988 -1.2025 0.3095
H6 -7.3783 -1.5330 -0.9023
H7 -3.7840 -3.3053 0.6494
C6 -0.3495 2.0777 -1.9626
C7 -2.2980 -1.4263 3.6730
C8 -4.5117 -0.6175 -4.1289
H8 4.6410 1.5519 -1.6271
H9 6.7639 -0.7054 -2.1252
H10 1.4189 -2.3776 0.6758
H11 -2.3464 -2.4822 3.4274
H12 -0.5617 5.2096 -0.6748
C9 -2.1258 -0.4839 2.6013
S2 0.7376 -0.8123 -2.2291
C10 -6.3554 -1.4393 -0.5532
H13 -2.0608 1.6538 2.2047
H14 0.2672 -1.8082 3.1184
H15 -2.6632 2.0563 -3.1869
S3 -1.1103 -2.8260 0.8134
C11 2.3173 -2.0138 2.4922
H16 3.0029 0.4455 3.4147
C12 3.9660 0.4047 0.6305
H17 -3.8984 0.8713 -0.1691
C13 -4.4077 -0.0850 -0.1387
C14 0.2968 4.7223 -2.5828
H18 4.8671 0.9969 0.4534
H19 4.6382 -2.7460 -2.1011
C15 -5.6634 -2.5534 -0.0973
H20 3.2328 -2.6412 -0.5440
H21 4.1808 -2.4066 0.9287
H22 -1.1297 2.8266 -0.1385
C16 -5.7199 -0.2027 -0.5714
H23 2.3065 -3.0779 2.7660
C17 -2.9579 1.0179 -3.2881
H24 0.5526 5.7496 -2.8202
Fe1 0.7751 -0.0699 0.5585
C18 6.1793 -0.7383 -1.2013
C19 -0.6539 3.1029 -1.0739
H25 1.5205 2.8032 2.1711
H26 3.2273 -1.7993 -2.6355
H27 -4.6837 1.4953 -4.4743
H28 0.1146 0.4049 3.0746
C20 -2.6174 -1.3061 -2.8140
C21 4.3745 0.6824 -2.2309
C22 2.0818 1.0074 3.2393
N2 1.0469 0.0731 2.8321
H29 4.7969 -1.5956 -3.4238
H30 1.4587 -1.3746 4.3545
C23 -2.2335 0.3373 5.3608
N3 3.8738 -0.6945 -0.2811
C24 0.6053 3.7021 -3.4741
C25 -3.7650 -1.6217 -3.5227
C26 -4.1040 0.7028 -4.0128
C27 4.6739 -0.6363 -1.5089
C28 -4.3446 -2.4357 0.3270
H31 4.0144 0.0497 1.6625
C29 -2.1982 0.0197 -2.6861
C30 -1.2429 0.3281 0.0700
H32 -2.0402 -2.0858 -2.3260
H33 -2.2755 0.6455 6.3979
C31 3.4118 -1.9506 0.2737
H34 3.2490 2.6630 2.4819
H35 -6.1464 -3.5252 -0.0824
H36 -4.0906 -2.6538 -3.5836
H37 -5.4157 -0.8648 -4.6748
C32 4.3037 -1.7716 -2.4652
C33 -0.3294 4.4195 -1.3807
H38 3.2997 -1.6314 2.7898
P1 -0.7866 0.3388 -1.5269
H39 -6.2416 0.6717 -0.9453
C34 -2.1658 1.2844 4.3066
H40 1.1048 3.9273 -4.4100
H41 -2.4392 -1.7930 5.7543
H42 1.8384 1.4898 4.1973
P2 -1.9649 -0.9697 0.9103
C35 1.2187 -1.3027 3.2805
H43 3.3087 0.7334 -2.4629

No. 4
C35H43IN7O4PS3Ti | ωB97M-V/def2-TZVPD

Computed properties:
Gap between HOMO and LUMO (spin up / spin down), Ha: 0.1785 / 0.1786
HOMO energy (spin up / spin down), eV: -5.1537 / -5.1539
Max |F|, hartree/bohr: 0.1514

Atoms and positions in Å:
H1 -1.7913 1.4259 1.8646
H2 -2.2400 3.5635 3.0385
C1 2.6490 0.2476 -2.1123
H3 0.7981 3.5340 1.6920
H4 2.3213 -0.8780 -6.3943
N1 -0.9534 -0.2751 -0.2979
C2 -2.4452 3.4712 1.9792
H5 1.1476 -1.0714 5.4132
H6 -7.0874 -0.0158 0.0884
C3 1.8992 -3.6604 1.3426
N2 0.2644 -3.0252 -0.2910
H7 2.5495 -3.3333 2.1351
C4 -4.9957 0.2051 -0.3180
H8 -6.8217 -2.2296 1.1596
H9 -2.6689 1.2048 -6.3993
C5 0.9945 -0.7538 -3.2503
C6 -1.5413 1.6376 -4.6240
N3 4.3526 -2.4530 1.2465
H10 -0.9144 -1.5464 -2.6771
C7 -2.2050 2.2720 1.3296
H11 2.8476 3.4644 -1.4962
H12 4.7555 -1.7621 5.3980
H13 -0.6934 -0.1201 3.2200
O1 0.5279 2.1909 -0.8019
H14 -0.7627 2.1736 -5.1520
C8 -6.1056 -0.4639 0.1712
C9 -3.7262 -0.3641 -0.2187
N4 4.2337 -1.5733 3.3696
H15 4.0431 -1.5658 0.8577
H16 -4.2609 -0.3582 -2.7568
H17 2.2753 5.1819 -1.4844
H18 1.8990 -1.4393 3.0417
H19 -4.5741 -3.2306 1.3807
C10 -0.2157 -1.4001 -3.4885
C11 -3.2167 4.4355 -0.0835
O2 2.8847 0.9798 2.4353
Ti1 0.8569 0.2358 -0.0620
C12 -2.9726 3.2317 -0.7369
C13 -5.9548 -1.7069 0.7760
C14 3.8650 -1.6276 4.7784
N5 1.4380 -0.2497 -2.0310
N6 -0.0876 -0.9241 3.1145
H20 -5.1164 1.1812 -0.7748
H21 -0.3697 -2.2774 -0.5659
C15 -4.6941 -2.2692 0.8976
C16 4.3243 -2.6276 2.5610
C17 3.1389 -0.3386 5.2046
H22 -1.4549 -2.3194 -4.9569
H23 -3.1767 3.1450 -1.7971
H24 -3.1473 5.4921 1.7790
H25 3.9965 -0.6810 2.9060
H26 1.6815 4.0427 -2.7247
H27 -0.6038 1.8692 -2.7106
C18 1.9003 -0.5878 -4.3012
S1 0.6561 3.6850 -0.6376
C19 -2.4389 0.7682 -2.5563
C20 1.6078 -1.0146 -5.5922
H28 3.6627 0.5260 4.7945
C21 -3.4997 0.2144 -3.2681
P1 -2.2142 0.4969 -0.7719
H29 -0.3894 -1.6494 3.7524
C22 1.3027 -0.5768 3.3474
I1 4.1603 -4.7867 -0.0350
S2 3.3423 0.1776 -3.7106
C23 -3.5804 -1.5962 0.4073
H30 1.2091 0.6573 5.1228
O3 0.7934 1.1456 1.7221
C24 -2.6081 1.0892 -5.3246
H31 1.5581 5.0352 1.0708
H32 -4.4125 -0.0616 -5.1878
H33 -2.5834 -2.0040 0.5239
H34 4.2560 -4.6543 2.4089
C25 1.6513 -0.2981 4.8237
H35 1.4473 -4.6355 1.4363
C26 -1.4547 1.4745 -3.2517
H36 -0.0896 -3.9634 -0.2299
H37 0.1405 -1.9718 -6.8159
C27 -2.9544 4.5553 1.2713
H38 4.3709 -4.0374 4.0341
C28 -3.5846 0.3780 -4.6462
H39 3.2093 -2.4897 4.9528
H40 -3.6132 5.2776 -0.6363
C29 1.7112 0.5874 2.4319
S3 3.4120 0.9323 -0.7439
C30 2.0175 4.1439 -1.6939
H41 3.2182 -0.2657 6.2909
C31 -2.4651 2.1453 -0.0353
N7 4.4133 -3.8733 3.0461
C32 0.3904 -1.6298 -5.8203
O4 1.6737 -1.4705 0.5502
C33 1.4528 3.9583 0.9353
C34 -0.5099 -1.8261 -4.7685
C35 1.2777 -2.6748 0.5320
H42 4.2048 -3.2669 0.6488
H43 2.4122 3.4419 0.9493

We obtain ΔE to the lowest compared entry with this formula, charge and spin values of 4.2; 53.3; 24.2; 94.5 kcal per mole for the records listed above, in that order.